1.
14
Properties=species:S:1:pos:R:3:forces:R:3:mulliken_charge:R:1 method="wB97M-V/def2-TZVPD" total_charge=0 e_tot_ha=-270.4942 homo_lumo_gap_ev=9.2 smiles="C=C/C(O)=C/C" de_lowest_kj_mol=167.3 spin_multiplicity=1 e_homo_ev=-8.380
C -2.01863 -0.79580 -0.70407 0.01 -0.35 0.35 -1.350
C -0.93095 -0.40008 0.27434 -0.92 -1.04 -0.82 -0.118
C 0.22803 0.15249 -0.07183 0.08 0.91 0.63 0.705
O 0.59458 0.41186 -1.36450 -0.30 0.52 0.28 -0.544
C 1.18112 0.53329 0.97627 1.30 -2.58 0.03 -0.384
C 2.44940 0.92482 0.82138 -1.03 1.20 -0.20 -0.619
H -1.73064 -1.65691 -1.31796 0.10 0.25 -0.21 0.316
H -2.39679 0.01580 -1.33062 0.20 -0.01 -0.11 0.390
H -2.87134 -1.15469 -0.12732 -0.09 0.13 -0.04 0.340
H -1.10239 -0.85044 1.24326 0.36 0.78 0.37 0.245
H -0.22107 0.50622 -1.86832 0.06 -0.13 -0.28 0.314
H 1.00303 -0.05862 1.87595 -0.37 0.55 0.18 0.167
H 2.69328 1.48905 -0.07443 0.50 -0.39 -0.01 0.261
H 3.12235 0.88301 1.66785 0.10 0.17 -0.17 0.276


2.
14
Properties=species:S:1:pos:R:3:forces:R:3:mulliken_charge:R:1 method="wB97M-V/def2-TZVPD" total_charge=0 e_tot_ha=-270.4421 homo_lumo_gap_ev=10.4 smiles=CC#CCOC de_lowest_kj_mol=304.1 spin_multiplicity=1 e_homo_ev=-9.436
C 1.04954 -1.17943 -0.54439 -0.01 -0.29 -0.05 -0.730
O 1.31738 0.18340 -0.79663 0.47 0.16 -0.21 -0.374
C 0.46874 0.81013 -1.74766 0.23 -0.05 -0.12 -0.354
C -0.84723 0.97465 -1.10634 0.14 -0.34 0.59 -0.093
C -1.36936 0.70354 -0.05327 -0.11 0.18 -0.33 0.353
C -1.72472 0.29879 1.29236 -0.07 -0.04 0.17 -1.163
H 1.94497 -1.74996 -0.81513 -0.18 -0.07 0.05 0.269
H 0.82662 -1.36810 0.51738 0.11 0.26 -0.22 0.207
H 0.19155 -1.54879 -1.11861 0.14 0.06 -0.02 0.371
H 0.94910 1.76310 -1.98031 -0.16 -0.07 -0.03 0.295
H 0.42165 0.21094 -2.66536 -0.09 0.10 0.02 0.349
H -1.00343 0.74243 1.98465 -0.21 0.08 0.03 0.266
H -2.73356 0.60049 1.56503 -0.03 -0.05 0.13 0.335
H -1.61901 -0.78623 1.38704 -0.23 0.08 -0.02 0.268


3.
14
Properties=species:S:1:pos:R:3:forces:R:3:mulliken_charge:R:1 method="wB97M-V/def2-TZVPD" total_charge=0 e_tot_ha=-270.4177 homo_lumo_gap_ev=10.0 smiles=C[C@H]1O[C@H]2C[C@H]21 de_lowest_kj_mol=368.0 spin_multiplicity=1 e_homo_ev=-8.844
C 1.37852 0.89980 -0.72711 0.15 -0.05 0.03 -1.231
C 0.01646 0.28977 -0.92855 0.20 0.28 0.09 0.380
O -0.06388 -1.16610 -0.90562 -0.15 -0.13 -0.24 -0.435
C -1.07638 -1.12607 0.08914 -0.25 -0.63 0.20 -0.060
C -0.49640 -0.72192 1.34792 0.36 -0.65 0.02 -0.747
C -0.97956 0.37188 0.20858 0.90 -0.27 0.83 -0.394
H 2.09178 0.55037 -1.47711 -0.05 0.04 0.04 0.328
H 1.76308 0.66073 0.26824 0.05 0.02 -0.13 0.257
H 1.28839 1.99010 -0.81221 0.05 -0.19 0.00 0.326
H -0.40153 0.60034 -1.89992 -0.05 0.10 0.38 0.266
H -1.92091 -1.79104 -0.02834 -0.11 0.01 -0.14 0.382
H -1.18837 -0.68296 2.19677 0.37 0.15 -0.31 0.308
H 0.55034 -0.85421 1.57317 0.08 -0.27 -0.12 0.262
H -0.96156 0.97932 1.09504 -1.53 1.60 -0.67 0.359


4.
14
Properties=species:S:1:pos:R:3:forces:R:3:mulliken_charge:R:1 method="wB97M-V/def2-TZVPD" total_charge=0 e_tot_ha=-270.3440 homo_lumo_gap_ev="7.5 / 7.5" de_lowest_kj_mol=561.5 spin_multiplicity=1 e_homo_ev="-7.805 / -7.803"
C -0.22894 -0.23863 0.29812 1.18 0.97 0.27 -0.345
C -0.75415 -0.03611 1.66581 2.25 0.30 -1.01 -0.443
C 0.93590 -0.18456 -0.53208 -1.99 -0.79 1.87 0.177
C 0.17850 0.76579 2.56329 -0.87 1.46 0.25 -0.678
C -0.51203 -0.55388 -2.42622 -1.25 3.31 2.29 -0.668
O 0.77239 -0.39747 -1.82814 0.81 -0.19 -0.98 -0.335
H -1.05855 -0.39381 -0.34703 -0.65 -0.21 -0.04 0.269
H 2.02648 -0.23968 -0.30719 -1.08 0.37 0.22 0.355
H 0.79653 1.62243 2.00922 -1.23 -1.72 1.38 0.256
H 0.86494 -0.01051 2.94410 0.07 0.20 -0.02 0.251
H -0.42220 1.14982 3.51394 1.49 -0.51 -2.05 0.251
H -1.12253 -1.16255 -1.76734 -0.01 -0.94 -0.81 0.338
H -0.40014 -0.79148 -3.44396 0.27 -0.70 -0.97 0.247
H -1.07620 0.47065 -2.34252 1.03 -1.55 -0.40 0.324


5.
14
Properties=species:S:1:pos:R:3:forces:R:3:mulliken_charge:R:1 method="wB97M-V/def2-TZVPD" total_charge=0 e_tot_ha=-270.3101 homo_lumo_gap_ev="6.2 / 6.2" de_lowest_kj_mol=650.7 spin_multiplicity=1 e_homo_ev="-6.504 / -6.503"
C 1.22114 0.42000 -0.74691 0.18 0.16 -0.12 -0.556
C 0.67780 0.51604 0.62913 0.03 0.08 0.17 -0.169
C -0.66494 1.19003 0.79471 0.10 0.02 0.05 -0.501
O -1.60426 0.33498 0.04854 0.08 -0.18 -0.26 -0.244
C -0.96734 -0.64971 -0.48085 0.01 0.28 -0.09 -0.356
C 0.45116 -0.78060 -0.18834 -0.46 -0.17 -0.06 0.040
H 0.82537 1.02861 -1.56148 -0.07 -0.03 0.26 0.223
H 2.28638 0.22563 -0.82438 -0.14 0.03 -0.08 0.233
H 1.33636 0.54436 1.49154 -0.05 -0.15 -0.14 0.357
H -0.78488 2.16964 0.32076 0.24 -0.15 0.08 0.273
H -1.00686 1.25787 1.83044 -0.02 -0.20 -0.19 0.325
H -1.56095 -1.24197 -1.16590 0.15 -0.25 0.19 0.460
H -0.55136 -2.91985 -0.06316 0.13 0.16 0.10 0.504
H 0.34236 -2.09504 -0.08409 -0.19 0.40 0.11 -0.588


6.
14
Properties=species:S:1:pos:R:3:forces:R:3:mulliken_charge:R:1 method="wB97M-V/def2-TZVPD" total_charge=0 e_tot_ha=-270.4772 homo_lumo_gap_ev=10.1 smiles=O[C@H]1[C@H]2CC[C@@H]12 de_lowest_kj_mol=211.7 spin_multiplicity=1 e_homo_ev=-9.268
O 0.07229 1.66703 0.86966 0.34 0.24 0.15 -0.508
C -0.51480 0.40974 1.03557 0.17 -0.68 0.36 -0.147
C -1.02590 -0.28136 -0.17079 -0.26 -0.06 -0.18 -0.383
C -0.07323 0.07238 -1.32974 -0.01 0.04 -0.18 -0.567
C 1.13134 -0.51115 -0.53075 0.14 0.03 -0.02 -0.591
C 0.16795 -0.85716 0.58782 0.18 -0.12 0.13 -0.272
H -0.19055 2.20578 1.61675 0.06 0.13 0.02 0.315
H -0.90806 0.25187 2.03531 -0.72 0.11 -0.33 0.369
H -2.02522 -0.68237 -0.30654 0.10 0.09 0.12 0.371
H -0.01636 1.13384 -1.59102 -0.03 -0.20 0.01 0.240
H -0.28499 -0.51761 -2.22446 0.00 0.09 0.13 0.294
H 1.62368 -1.36088 -1.01343 -0.19 0.16 0.06 0.287
H 1.88308 0.21115 -0.20013 0.02 -0.08 -0.26 0.210
H 0.16077 -1.74126 1.22175 0.19 0.24 -0.02 0.384